Entry 1:
Molecular formula: C22H24FN3O3S
Method: DFT, the ωB97M-V functional and the def2-TZVPD basis

* 2S+1: 1
* electronic energy: -47370.9640 eV
* charge: 0
* SMILES string: CC(C)(C)NC(=O)[C@@H](c1ccccn1)N(C(=O)[C@@H]1CSC(=O)C1)c1cccc(F)c1
* orbital gap: 9.93 eV
* LUMO: 0.44 eV
* HOMO: -9.49 eV

Last column: natural (NBO) charge in e.
CARTESIAN COORDINATES (ANGSTROEM)
C1 0.5074 3.3617 1.7213  -0.622
H1 0.6121 4.2930 2.2707  0.211
H2 -0.5486 3.1025 1.6707  0.203
H3 1.0400 2.5794 2.2553  0.232
C2 1.0850 3.5107 0.3105  0.123
N1 0.9038 2.2561 -0.4249  -0.631
C3 1.4084 1.0704 -0.0627  0.680
O1 2.1428 0.8739 0.8843  -0.647
C4 0.8923 -0.0694 -0.9774  -0.126
N2 -0.4100 -0.4976 -0.4416  -0.483
C5 -1.5118 0.1787 -0.8217  0.722
O2 -1.4635 1.1390 -1.5718  -0.653
C6 -2.8398 -0.3658 -0.3041  -0.330
C7 -3.3701 -1.3970 -1.2990  -0.511
H4 -3.2425 -1.0563 -2.3276  0.227
H5 -2.9167 -2.3781 -1.1781  0.235
S1 -5.1599 -1.5396 -0.9675  0.211
C8 -5.2638 0.0814 -0.2542  0.431
O3 -6.2845 0.5598 0.1404  -0.533
C9 -3.8990 0.7245 -0.2344  -0.518
H6 -3.8142 1.3681 -1.1173  0.266
H7 -3.8079 1.3539 0.6514  0.243
H8 -2.7113 -0.8333 0.6756  0.238
C10 -0.4074 -1.5429 0.5187  0.252
C11 -0.3896 -2.8638 0.0898  -0.318
C12 -0.3358 -3.8644 1.0423  0.408
C13 -0.3025 -3.5886 2.3975  -0.269
C14 -0.3193 -2.2662 2.8065  -0.186
C15 -0.3684 -1.2433 1.8753  -0.255
H9 -0.3620 -0.2114 2.1910  0.233
H10 -0.2860 -2.0314 3.8588  0.226
H11 -0.2585 -4.3986 3.1075  0.234
F1 -0.3109 -5.1452 0.6320  -0.318
H12 -0.3986 -3.1084 -0.9608  0.247
C16 1.8473 -1.2235 -1.1258  0.166
N3 1.9899 -1.6511 -2.3749  -0.425
C17 2.7952 -2.6701 -2.6108  0.032
C18 3.5062 -3.3230 -1.6153  -0.253
C19 3.3662 -2.8709 -0.3135  -0.160
C20 2.5192 -1.8049 -0.0558  -0.229
H13 2.4010 -1.4172 0.9416  0.251
H14 3.9062 -3.3424 0.4945  0.218
H15 4.1504 -4.1547 -1.8536  0.221
H16 2.8685 -2.9730 -3.6471  0.195
H17 0.6981 0.3254 -1.9812  0.257
H18 0.1953 2.2623 -1.1489  0.435
C21 2.5756 3.8471 0.3769  -0.620
H19 3.1103 3.0581 0.8975  0.239
H20 2.7235 4.7836 0.9073  0.207
H21 2.9846 3.9420 -0.6262  0.210
C22 0.3283 4.5887 -0.4625  -0.612
H22 0.7329 4.6901 -1.4669  0.214
H23 -0.7274 4.3359 -0.5358  0.213
H24 0.4197 5.5456 0.0441  0.219

Cartesian forces (eV/Å) of the 6 atoms listed first:
C 0.109 -0.023 -0.163
H -0.006 0.135 0.084
H -0.131 0.002 0.002
H 0.019 -0.047 0.080
C 0.143 0.101 0.260
N -0.167 0.522 -0.208



Entry 2:
Molecular formula: C22H24FN3O5S
Method: DFT, the ωB97M-V functional and the def2-TZVPD basis

* 2S+1: 1
* electronic energy: -51463.7643 eV
* charge: 0
* SMILES string: CC(C)(C)OC(=O)N[C@@H](Cc1ccccc1)c1nnc(S(=O)(=O)Cc2cccc(F)c2)o1
* orbital gap: 9.88 eV
* LUMO: 0.50 eV
* HOMO: -9.38 eV

Last column: natural (NBO) charge in e.
CARTESIAN COORDINATES (ANGSTROEM)
C1 -2.5374 -6.0669 -2.9850  -0.615
H1 -3.0094 -5.9809 -2.0101  0.216
H2 -3.1725 -5.5800 -3.7202  0.215
H3 -2.4388 -7.1175 -3.2407  0.214
C2 -1.1601 -5.4043 -2.9608  0.274
C3 -0.5044 -5.4748 -4.3389  -0.645
H4 -1.1290 -4.9748 -5.0761  0.211
H5 -0.3775 -6.5135 -4.6301  0.215
H6 0.4689 -4.9928 -4.3169  0.240
C4 -0.2730 -6.0466 -1.8955  -0.645
H7 -0.7338 -5.9463 -0.9151  0.213
H8 -0.1419 -7.1019 -2.1172  0.214
H9 0.7010 -5.5659 -1.8774  0.241
O1 -1.4437 -4.0233 -2.6111  -0.530
C5 -0.4538 -3.1340 -2.5041  0.905
O2 0.7272 -3.3303 -2.6476  -0.660
N1 -0.9812 -1.9030 -2.2323  -0.629
H10 -1.9611 -1.8447 -2.0031  0.417
C6 -0.1416 -0.7900 -1.8884  -0.101
C7 -0.3573 -0.3465 -0.4818  0.493
N2 -1.4836 -0.2490 0.1503  -0.311
N3 -1.2233 0.3592 1.3238  -0.272
C8 0.0466 0.5929 1.3505  0.159
O3 0.6615 0.1645 0.2401  -0.381
S1 0.9321 1.5493 2.6040  2.159
O4 1.9017 2.3370 1.9066  -0.914
O5 1.3826 0.6496 3.6197  -0.906
C9 -0.3983 2.6143 3.2439  -0.641
C10 0.2441 3.4188 4.3169  -0.052
C11 0.2065 2.9829 5.6349  -0.259
C12 0.8777 3.7113 6.5992  0.409
C13 1.5951 4.8535 6.2930  -0.273
C14 1.6366 5.2710 4.9738  -0.185
C15 0.9682 4.5609 3.9921  -0.198
H11 1.0146 4.8837 2.9640  0.220
H12 2.1973 6.1547 4.7115  0.221
H13 2.1084 5.3911 7.0739  0.233
F1 0.8279 3.2948 7.8790  -0.320
H14 -0.3285 2.0891 5.9127  0.235
H15 -0.7335 3.2094 2.4007  0.255
H16 -1.1782 1.9486 3.5975  0.265
H17 0.8977 -1.1176 -2.0019  0.265
C16 -0.4196 0.4398 -2.7949  -0.429
C17 0.1542 1.6760 -2.1577  0.051
C18 1.5233 1.9116 -2.1816  -0.238
C19 2.0645 2.9824 -1.4934  -0.190
C20 1.2444 3.8302 -0.7691  -0.201
C21 -0.1217 3.6099 -0.7492  -0.210
C22 -0.6641 2.5393 -1.4391  -0.259
H18 -1.7307 2.3632 -1.4089  0.218
H19 -0.7722 4.2716 -0.1943  0.210
H20 1.6714 4.6549 -0.2205  0.216
H21 3.1303 3.1492 -1.5105  0.218
H22 2.1671 1.2444 -2.7361  0.212
H23 0.0204 0.2551 -3.7748  0.230
H24 -1.5005 0.5407 -2.9037  0.218

Cartesian forces (eV/Å) of the 6 atoms listed first:
C 0.300 0.352 0.053
H -0.064 -0.026 0.112
H -0.084 0.023 -0.099
H 0.027 -0.116 -0.029
C 0.175 -0.609 -0.146
C -0.041 0.224 0.239



Q: Look up the 2S+1 of the first one.
A: 1



Q: What is the orbital gap in the first record?
A: 9.93 eV